ORCA calculation (ωB97M-V with the def2-TZVPD basis set) on a cluster of 2 separate species, C4H13NO2 in total.

The geometry in XYZ format:
```
20
Properties=species:S:1:pos:R:3:forces:R:3
N -0.1169 1.5707 -1.0449 -0.3 -0.2 0.0
C -0.8890 0.4052 -1.5280 -0.3 0.2 0.8
C -0.0426 -0.8302 -1.7008 0.4 -0.6 -0.1
C 0.9336 -1.0888 -0.5446 1.0 0.4 -0.5
C 0.4799 -1.2446 0.8938 -0.4 -1.9 -0.2
O -0.4956 -2.3448 0.9983 0.7 1.1 -0.3
H -0.7394 2.3624 -1.1299 0.1 0.3 0.0
H 0.0422 1.4942 -0.0470 0.2 -0.1 0.0
H -1.3746 0.7619 -2.4342 0.0 -0.5 -0.2
H -1.6753 0.0932 -0.8159 -0.1 0.4 -0.2
H -0.6730 -1.7168 -1.8153 -0.2 0.2 0.1
H 0.5537 -0.8150 -2.6189 0.1 0.3 0.1
H 1.5065 -1.9855 -0.8192 -0.2 -0.1 0.2
H 1.7186 -0.3193 -0.5646 -0.2 0.1 0.1
H 1.3309 -1.6363 1.4596 0.2 0.7 0.1
H 0.0992 -0.3532 1.3841 -0.3 0.0 -0.1
H 0.0257 -3.0521 0.5957 -0.5 -0.3 0.1
O 0.0855 3.0729 2.3484 0.1 -0.5 -0.2
H -0.5424 2.3587 2.1537 0.3 0.3 0.2
H 0.9623 2.6953 2.1690 -0.4 0.2 0.1
```
Forces are in eV/Å.

Calculated values
**Orbital gap**: 10.20 eV
**Lowest unoccupied orbital energy**: 0.0222 Eh
**F_max**: 1.9 eV/Å
**Energy above the lowest of the compared OMol25 structures with the same formula, charge and spin**: 22.70 kcal/mol
**Calculated total energy**: -365.4063 a.u.


ORCA calculation (ωB97M-V with the def2-TZVPD basis set) on a cluster of 5 separate species, C17H31F6N3O7 in total.

The geometry in XYZ format:
```
64
Properties=species:S:1:pos:R:3:forces:R:3
C 24.6706 13.2978 -9.4980 0.1 0.2 0.5
C 24.2221 13.7110 -10.8796 -0.4 -1.9 -0.9
O 23.0836 14.5386 -10.6999 -1.4 3.2 -1.5
C 22.5632 15.3268 -11.7090 2.1 -1.2 -3.4
O 22.8697 15.2866 -12.9434 -1.2 0.2 5.6
C 21.4552 16.3288 -11.1817 -0.2 -0.3 -2.3
F 20.2749 16.0116 -11.6965 -0.5 -0.4 -1.4
F 21.2215 16.2457 -9.9147 1.2 0.9 2.0
F 21.7291 17.5910 -11.6678 0.1 -1.3 1.4
H 24.8088 14.0803 -8.7518 0.1 0.7 -0.6
H 25.6329 12.7869 -9.5310 -0.3 -0.4 -0.1
H 23.8773 12.7372 -9.0035 0.2 -0.6 -0.3
H 23.8131 12.8700 -11.4397 -0.1 -0.8 0.5
H 24.9772 13.9286 -11.6350 0.2 1.7 0.5
C 25.7923 17.0734 -2.2753 0.9 1.0 0.1
C 26.4348 17.4045 -3.6091 -0.1 -1.3 -0.2
O 25.5301 16.8905 -4.6416 -1.5 2.6 -3.1
C 24.8629 17.8225 -5.5430 2.5 1.2 3.0
O 24.8456 19.0291 -5.4416 0.3 -1.9 0.3
C 24.1362 17.2517 -6.7285 -1.3 -2.3 0.3
F 24.2912 15.9082 -6.8013 0.1 0.5 -0.2
F 22.8115 17.4694 -6.5370 0.6 0.1 -0.3
F 24.4974 17.7857 -7.8808 0.2 0.1 0.2
H 26.4565 17.5696 -1.5677 -0.1 -0.2 0.5
H 25.7874 16.0017 -2.0763 -0.2 0.2 -0.1
H 24.8112 17.5328 -2.1546 0.0 -0.2 -0.1
H 27.3356 16.8044 -3.7374 -0.1 -0.5 0.0
H 26.8830 18.3914 -3.7243 -1.2 0.5 -0.3
C 22.7000 20.4665 -12.6489 -0.4 -0.5 -1.5
N 22.6627 21.4533 -11.6254 0.2 -1.3 0.0
C 23.0400 21.1513 -10.3797 -0.4 4.3 3.6
C 24.0606 20.0949 -10.0828 0.7 0.8 -0.3
O 22.7913 22.0126 -9.4754 0.2 -2.2 -1.6
H 23.4397 20.7301 -13.4048 -0.2 -0.1 -0.3
H 21.7023 20.3690 -13.0768 0.0 0.2 -0.5
H 22.9079 19.4368 -12.3580 0.3 0.4 0.7
H 22.2350 22.3489 -11.8129 -0.1 -0.2 0.4
H 23.7492 19.1452 -9.6478 -0.1 0.0 -0.8
H 24.7170 20.5706 -9.3541 -0.3 0.0 0.4
H 24.6907 20.1456 -10.9708 0.1 -1.3 -0.2
C 23.9914 21.0824 -2.6229 -0.6 -0.3 0.0
N 22.5643 21.1525 -2.3171 2.1 0.6 0.6
C 21.4741 21.1469 -3.0663 -1.4 -1.4 -1.3
C 21.4865 21.0032 -4.5951 0.7 1.9 1.0
O 20.3974 21.0420 -2.5141 -1.1 0.4 0.5
H 24.2848 20.0697 -2.3463 0.6 0.1 0.0
H 24.4982 21.8328 -2.0162 0.2 -0.2 -0.1
H 24.2425 21.2276 -3.6736 -0.3 0.1 0.1
H 22.3757 21.1233 -1.3253 -0.3 0.0 -0.1
H 21.4249 19.9394 -4.8244 0.1 0.3 -0.4
H 22.3065 21.5834 -5.0182 0.7 -0.9 -0.3
H 20.6724 21.6395 -4.9423 -0.6 -0.8 0.0
C 19.8130 19.4495 -7.7198 0.1 -2.1 -0.3
N 18.4739 19.1298 -7.1079 0.8 1.4 0.3
C 17.5338 20.0420 -6.7015 -0.8 0.4 -2.0
C 16.3491 19.3807 -6.0271 -0.4 -0.1 0.9
O 17.5250 21.2037 -7.0665 0.5 0.0 0.8
H 20.6770 19.1726 -7.1159 -0.4 0.2 1.0
H 20.1105 20.3991 -8.1646 -1.3 0.4 0.4
H 19.9679 18.7115 -8.5069 -0.4 0.1 -0.5
H 18.1255 18.1940 -6.9561 1.0 -0.2 -0.2
H 15.8300 18.6532 -6.6509 0.5 -0.3 -0.2
H 15.5247 20.0231 -5.7175 0.5 0.6 -0.2
H 16.7159 18.9110 -5.1144 -0.1 -0.4 0.0
```
Forces are in eV/Å.

Calculated values
**Orbital gap**: 9.27 eV
**Lowest unoccupied orbital energy**: 0.0085 Eh
**F_max**: 5.8 eV/Å
**Calculated total energy**: -1956.4432 a.u.


ORCA calculation (ωB97M-V with the def2-TZVPD basis set) on an isolated molecule of C7H14N2O3.

The geometry in XYZ format:
```
26
Properties=species:S:1:pos:R:3:forces:R:3
C 1.0290 1.6936 1.4708 -0.4 0.0 0.5
C 0.3360 1.6725 0.1027 0.8 -0.9 0.1
C -0.8688 2.5756 0.0041 0.3 0.4 -1.0
C -0.0478 0.2232 -0.2972 1.4 0.7 -0.3
N 1.0397 -0.7313 -0.1141 -0.3 1.6 -0.3
C 0.9407 -1.9907 0.3272 1.2 -2.2 1.1
O 1.8920 -2.7501 0.1660 -0.1 0.2 -0.1
C -0.2692 -2.5319 1.0929 -0.3 1.2 -0.8
N -1.2556 -3.0390 0.1463 0.1 -0.9 -1.0
C -0.4860 0.1024 -1.7396 -1.3 -1.5 0.4
O -1.1899 -0.8281 -2.0693 0.1 0.3 -0.3
O -0.0789 1.0199 -2.5780 0.6 1.1 -0.8
H 0.3679 1.4016 2.3298 0.4 0.2 -0.8
H 1.9130 1.0419 1.4850 -0.3 0.2 0.0
H 1.3740 2.7171 1.6353 0.0 -0.1 0.2
H 1.1122 2.0382 -0.6032 -0.5 -0.3 0.1
H -1.2850 2.5735 -1.0163 0.1 0.0 0.3
H -1.6461 2.2866 0.6731 -0.6 -0.2 0.7
H -0.5774 3.5992 0.2178 -0.1 0.2 0.1
H -0.8801 -0.1517 0.2587 -0.6 0.0 0.6
H 1.9472 -0.5018 -0.5070 -0.2 -0.2 -0.1
H 0.0497 -3.3497 1.7231 0.3 0.1 0.2
H -0.7061 -1.7182 1.7019 0.0 -0.5 -0.1
H -0.8543 -3.8667 -0.3593 -0.4 1.0 0.8
H -1.3920 -2.3448 -0.5930 -0.2 -0.2 0.2
H -0.4641 0.8584 -3.4578 0.1 -0.2 0.3
```
Forces are in eV/Å.

Calculated values
**Orbital gap**: 9.34 eV
**Lowest unoccupied orbital energy**: 0.0155 Eh
**F_max**: 2.7 eV/Å
**Energy above the lowest of the compared OMol25 structures with the same formula, charge and spin**: 11.89 kcal/mol
**Calculated total energy**: -610.3866 a.u.


ORCA calculation (ωB97M-V with the def2-TZVPD basis set) on a cluster of 2 separate species, C4H11NO in total.

The geometry in XYZ format:
```
17
Properties=species:S:1:pos:R:3:forces:R:3
C 1.7114 -3.0508 -0.8752 -0.1 -0.1 -0.9
C 0.4457 -2.1779 -0.9910 1.7 0.1 0.1
H 2.2036 -3.1688 -1.8468 -0.1 0.1 0.1
H 2.4615 -2.6475 -0.1975 -0.1 0.0 0.2
H 1.4301 -4.0640 -0.5845 0.1 0.1 0.3
H 0.7186 -1.1576 -1.2794 0.1 0.1 0.1
H 0.0506 -2.1472 0.0221 -0.9 0.0 -0.3
H -0.1660 -2.5487 -1.8054 -0.6 -0.2 0.5
C 0.0288 1.4070 1.7738 0.1 0.1 -0.4
C -0.6880 1.4345 0.4565 0.2 -0.4 -0.1
O -1.3507 0.4143 0.1098 -0.2 -0.3 0.4
N -0.5714 2.4124 -0.3788 -0.2 1.2 -0.4
H -0.3732 0.6350 2.4148 -0.1 0.0 0.2
H -0.0238 2.4118 2.1952 -0.1 -0.2 0.2
H -1.1045 2.4529 -1.2415 0.1 -0.2 0.0
H -0.1142 3.2677 -0.0895 0.1 -0.1 0.0
H 1.0673 1.1860 1.5227 0.1 -0.1 0.1
```
Forces are in eV/Å.

Calculated values
**Orbital gap (spin up / spin down)**: 10.23 / 5.51 eV
**Lowest unoccupied orbital energy (spin up / spin down)**: -0.1602 / -0.3335 Eh
**F_max**: 1.7 eV/Å
**Multiplicity**: 2
**Charge**: +1
**Energy above the lowest of the compared OMol25 structures with the same formula, charge and spin**: 35.34 kcal/mol
**Calculated total energy**: -288.6589 a.u.